[1]
28
Properties=species:S:1:pos:R:3:nbo_charge:R:1 method="wB97M-V/def2-TZVPD" total_charge=-1 orbital_gap_ha=0.1517
N 2.59351 -1.12520 1.65695 -0.286
C 1.73174 -1.25403 0.87641 0.299
C 0.65228 -1.48091 -0.04102 -0.186
C -0.55004 -0.76138 0.07566 -0.050
C -1.64994 -1.14985 -0.68729 0.018
N -2.95643 -0.66584 -0.68986 0.410
O -3.54404 0.21170 -0.08193 -0.351
O -3.65586 -1.48360 -1.62517 -0.149
N -2.82450 -2.40298 -2.20927 -0.091
C -1.60971 -2.19304 -1.62305 0.100
C -0.35105 -2.87736 -1.82327 -0.027
N -0.16079 -3.89645 -2.82929 0.504
O -1.09597 -4.26735 -3.56552 -0.360
O 0.99423 -4.38708 -2.92319 -0.408
C 0.74462 -2.50086 -1.02371 -0.049
H -0.66023 0.09002 0.72938 0.307
H 1.70711 -2.98886 -1.16605 0.264
N 0.57355 1.53634 1.12540 -0.629
C 1.46770 2.24190 0.32424 0.571
O 2.03362 1.70026 -0.64078 -0.733
C 1.68644 3.63842 0.69147 -0.358
C 1.19397 4.15586 1.86173 -0.189
C 0.42308 3.33137 2.70117 -0.401
C 0.11447 2.03933 2.24623 0.058
H 2.29144 4.21062 -0.00532 0.197
H 1.38349 5.19637 2.12788 0.190
H 0.03676 3.65691 3.66318 0.191
H -0.56943 1.42570 2.85501 0.156

[2]
29
Properties=species:S:1:pos:R:3:nbo_charge:R:1 method="wB97M-V/def2-TZVPD" total_charge=+2 orbital_gap_ha="0.1942 / 0.1916"
Pd -1.82362 0.08218 -2.14887 0.761
O 1.22391 -0.30264 4.30256 -0.351
N 2.02886 -0.31021 3.39519 0.533
O 3.22742 -0.31839 3.52094 -0.313
C 1.49848 -0.30804 1.99699 0.063
C 2.42658 -0.31880 1.02777 -0.116
C 2.05001 -0.29630 -0.35401 -0.068
C 2.97733 -0.31475 -1.41213 -0.064
C 2.52562 -0.30671 -2.70755 -0.225
C 1.15041 -0.24201 -2.94403 0.099
N 0.27096 -0.20524 -1.95204 -0.467
C 0.70285 -0.24771 -0.67094 0.147
C -0.28163 -0.25812 0.35547 0.224
N -1.57787 -0.25372 -0.04862 -0.452
C -2.55522 -0.29523 0.84086 0.089
C -2.28579 -0.32008 2.20724 -0.230
C -0.98459 -0.30839 2.64224 -0.064
C 0.07754 -0.29173 1.70593 -0.083
H 3.47232 -0.34328 1.30151 0.285
H 4.03889 -0.33170 -1.19513 0.260
H 3.20925 -0.34063 -3.54401 0.269
H 0.76082 -0.21902 -3.95242 0.235
H -3.56874 -0.32391 0.46862 0.225
H -3.10643 -0.34666 2.91081 0.266
H -0.76893 -0.31319 3.69643 0.287
Se -4.19951 -0.39935 -2.59228 -0.007
Se -5.22535 1.52047 -2.17081 0.310
Se -3.65076 3.35372 -2.22963 0.393
Se -1.61280 2.55941 -2.45011 -0.010

[3]
22
Properties=species:S:1:pos:R:3:nbo_charge:R:1 method="wB97M-V/def2-TZVPD" total_charge=-1 orbital_gap_ha="0.2371 / 0.2332"
C 0.95179 1.36083 1.45581 -0.265
C -0.31480 1.87029 1.71692 -0.215
C 1.10146 0.35133 0.51028 -0.236
C -1.41408 1.38416 1.05045 -0.213
C 0.02610 -0.16703 -0.17802 0.079
C -1.27826 0.35469 0.09254 -0.137
C -0.92318 -1.81463 -1.91884 -0.153
C -2.10185 -1.29566 -1.60848 -0.111
C -4.75589 -2.24448 -1.90087 0.691
C 0.27730 -1.26143 -1.20408 -0.471
C -2.29600 -0.24764 -0.63221 0.256
C -3.69396 -1.13904 -1.78208 0.223
O -5.88138 -1.93866 -1.51821 -0.737
O -4.27043 -3.30168 -2.31595 -0.737
O -3.65009 -0.19992 -0.79559 -0.418
H 1.81614 1.74568 1.97928 0.197
H -0.43733 2.65809 2.45010 0.200
H 2.09217 -0.03693 0.30717 0.196
H -2.40199 1.77358 1.25055 0.211
H -0.76936 -2.60115 -2.64256 0.212
H 0.96818 -0.86797 -1.96561 0.215
H 0.81194 -2.08951 -0.71814 0.215

[4]
44
Properties=species:S:1:pos:R:3:mulliken_charge:R:1 method="wB97M-V/def2-TZVPD" total_charge=+2 orbital_gap_ha=0.2435
Ba 0.73617 -1.89912 -3.69170 1.877
Ba -5.89931 -1.32439 1.83366 1.841
O -4.39788 -3.40271 2.47121 -0.779
C -3.28876 -3.72749 2.10498 0.824
O -2.83097 -3.64440 0.87180 -0.501
B -1.39484 -3.93492 0.87839 0.801
O -1.10026 -4.50830 2.21361 -0.425
C -2.16902 -4.44270 2.92987 0.510
O -2.35884 -4.78210 4.05391 -0.508
O -0.57071 -2.70607 0.70871 -0.395
C -0.16716 -2.63763 -0.51588 0.750
O 0.50199 -1.77401 -1.03912 -0.715
C -0.46626 -3.98789 -1.18041 0.468
O -1.00777 -4.76754 -0.29666 -0.317
O -0.16613 -4.21000 -2.33160 -0.711
O -5.19121 0.71451 -0.33623 -0.687
C -3.99888 0.60666 -0.50728 0.456
O -3.27297 1.15471 -1.42510 -0.346
B -1.83034 0.92553 -1.17647 0.970
O -1.83259 0.12529 0.09079 -0.006
C -3.04288 -0.13386 0.45212 0.771
O -3.35357 -0.76158 1.45385 -0.849
O -1.19793 0.21266 -2.31106 -0.535
C -0.22326 1.00203 -2.77142 0.973
O 0.55289 0.63712 -3.63166 -0.866
C -0.15104 2.25361 -1.88586 0.456
O -1.10928 2.18803 -0.99963 -0.517
O 0.77295 2.99466 -1.98510 -0.464
Br 3.34063 -0.55492 -0.33748 -0.176
C 2.77949 0.42888 1.29266 -0.278
C 1.26689 0.47910 1.28398 -0.023
Br 0.44849 1.43726 2.82609 -0.145
H 3.21320 1.41659 1.18538 0.131
H 3.19219 -0.09952 2.14599 0.445
H 0.86483 -0.52225 1.38573 0.072
H 0.98105 1.00859 0.37969 -0.143
Br 2.48755 4.26020 1.02162 -0.135
C 3.94837 5.10816 -0.01938 -0.671
C 4.27895 4.20393 -1.21319 -0.423
Br 5.03506 2.51537 -0.63228 -0.127
H 4.77951 5.28948 0.65177 0.382
H 3.46214 6.03631 -0.30141 0.357
H 4.98936 4.75901 -1.82609 0.386
H 3.39021 4.06373 -1.82074 0.273

Table of relative energy (zero: lowest compared OMol25 entry of this formula, charge and spin) (eV), in record order: 0.0000 1.5064 0.0000 0.0000
Table of calculated total energy (eV), in record order: -30222.54437 -285969.08912 -18697.72526 -328244.45369